{
  "formula": "C2H3N2O2S",
  "method": "ωB97M-V/def2-TZVPD",
  "gap_ev": 7.62,
  "total_energy_ev": -20031.30363,
  "relative_energy_kcal_mol": 54.2,
  "smiles": "C=[N+]([O-])NC([O-])=S",
  "total_charge": -1,
  "e_lumo_ev": 3.7,
  "elements": ["C", "N", "O", "N", "C", "O", "S", "H", "H", "H"],
  "positions_angstrom": [[-1.495, 0.236, -0.272], [-0.356, 0.740, -0.477], [0.067, 1.305, -1.600], [0.486, 0.663, 0.611], [1.239, -0.924, 0.532], [2.399, -0.875, 0.816], [0.073, -2.070, 0.439], [-1.488, -0.426, 0.601], [-2.183, 0.046, -1.116], [1.259, 1.304, 0.466]],
  "mulliken_charge": [-0.44, 0.53, -0.74, -0.63, 0.53, -0.55, -0.54, 0.29, 0.26, 0.29]
}